[1]
ORCA calculation (ωB97M-V/def2-TZVPD) on a single C4H8O2 molecule at a distorted geometry.

Positions of all 14 atoms, in Å:
1 O 0.40726 -0.42006 -1.54807
2 C 1.27677 0.27758 -0.66671
3 C 0.42052 0.72950 0.53109
4 C -1.01235 0.83559 0.06204
5 C -0.60868 -0.26765 0.96356
6 O -0.50769 -1.64444 0.33093
7 H 0.00314 -1.21647 -0.82923
8 H 1.74229 1.14753 -1.15669
9 H 2.05825 -0.42098 -0.36289
10 H 0.90540 1.35616 1.28171
11 H -0.69554 0.38569 -1.09861
12 H -1.72532 1.59776 0.40711
13 H -0.86101 -0.43274 2.00844
14 H -1.40304 -1.92748 0.07730

Forces on atoms 1 to 6 (eV/Å):
0.5 -1.5 0.4
0.2 -0.3 0.2
0.2 -0.3 0.0
0.1 -0.2 -0.9
0.1 -0.9 -0.3
-0.4 0.4 0.7

Values from the calculation:
**SMILES**: OC[C@H]1C[C@H]1O
**HOMO**: -9.134 eV
**Charge**: 0
**Energy above the lowest of the compared OMol25 structures with the same formula, charge and spin**: 3.896 eV
**Gap between HOMO and LUMO**: 0.36402 Eh

Atomic partial charges in e from the Löwdin method, atoms 1 to 8: -0.183 -0.221 -0.219 -0.081 -0.238 -0.029 0.084 0.123

[2]
ORCA calculation (ωB97M-V/def2-TZVPD) on a molecular structure, C2H3BrSi at a distorted geometry.

Positions of all 7 atoms, in Å:
1 C 2.17772 -0.53644 0.39686
2 C 1.09138 0.01573 0.42454
3 Si -0.68040 0.18991 -0.12501
4 Br -3.75027 0.22118 0.25507
5 H 3.15186 -0.72698 0.54105
6 H -0.75108 1.70067 -0.60631
7 H -1.23922 -0.86407 -0.88621

Forces on atoms 1 to 6 (eV/Å):
-3.1 1.7 0.4
-0.4 -1.3 -1.3
1.5 3.1 1.5
-0.4 0.0 0.0
2.9 -1.0 0.2
-0.2 -1.7 0.2

Values from the calculation:
**HOMO (alpha / beta)**: -7.244 / -10.463 eV
**Multiplicity**: 3
**Charge**: 0
**Energy above the lowest of the compared OMol25 structures with the same formula, charge and spin**: 0.000 eV
**Gap between HOMO and LUMO (alpha / beta)**: 0.29468 / 0.23552 Eh

The Löwdin scheme yields these atomic charges, measured in e: 0.014 -0.366 0.466 0.126 -0.023 -0.069 -0.149

[3]
ORCA calculation (ωB97M-V/def2-TZVPD) on a single C4H5NO2 molecule.

Positions of all 12 atoms, in Å:
1 O 2.02214 -1.01531 0.14190
2 C 1.39557 -1.38357 -0.80906
3 C 0.28849 1.33523 -0.09442
4 C -0.97284 1.54974 0.68295
5 N -0.53730 0.27856 0.14587
6 C -0.77907 -0.96533 -0.00885
7 O 0.06578 -1.69570 -0.80522
8 H 1.78677 -1.53681 -1.82196
9 H 1.27679 1.29604 0.35788
10 H -1.81847 2.00181 0.16303
11 H -1.02745 1.58844 1.77218
12 H -1.70042 -1.45310 0.27570

Forces on atoms 1 to 6 (eV/Å):
-0.4 -0.2 -0.4
0.5 0.1 0.3
0.1 0.0 0.0
-0.4 0.1 0.2
0.0 -0.4 -0.1
0.0 0.3 0.0

Values from the calculation:
**HOMO (alpha / beta)**: -7.481 / -7.481 eV
**Charge**: 0
**Energy above the lowest of the compared OMol25 structures with the same formula, charge and spin**: 4.538 eV
**Gap between HOMO and LUMO (alpha / beta)**: 0.30843 / 0.30846 Eh

Atomic partial charges in e from the Löwdin method, atoms 1 to 8: 0.088 -0.307 -0.067 -0.094 -0.116 -0.099 0.031 0.149

[4]
ORCA calculation (ωB97M-V/def2-TZVPD) on a molecular structure, C38H54GeN3O4PtSe at a distorted geometry.

Positions of all 102 atoms, in Å:
1 Pt -0.21139 -0.32953 -0.19849
2 C -0.97955 4.86427 1.79101
3 C -1.68615 3.51344 1.67316
4 C -3.19766 3.71893 1.51254
5 C -1.40819 2.59450 2.83857
6 C -1.91492 2.91107 4.08367
7 C -1.81922 2.02375 5.14001
8 C -1.26674 0.77360 4.92424
9 C -0.73596 0.40370 3.69906
10 C -0.10828 -0.96941 3.60875
11 C -0.62511 -1.81248 2.44664
12 C 1.41685 -0.86330 3.60069
13 C -0.72719 1.35916 2.65215
14 N -0.06981 1.14256 1.46576
15 C 0.83022 1.99611 0.98130
16 C 1.32583 1.97264 -0.31247
17 N 0.85883 1.20013 -1.32770
18 C 1.30917 1.46109 -2.59331
19 C 1.38001 2.81605 -3.06389
20 C 2.23948 3.12199 -4.10058
21 C 2.97162 2.14250 -4.74811
22 C 2.66995 0.81933 -4.48001
23 C 1.80781 0.44209 -3.46136
24 C 1.53178 -1.04617 -3.39633
25 C 0.17301 -1.44764 -2.84012
26 C 2.66529 -1.81556 -2.70960
27 C 0.46332 3.94486 -2.63535
28 C 1.10908 4.93209 -1.65777
29 C -0.90013 3.47873 -2.13867
30 H -1.18330 5.46123 0.90556
31 H 0.09605 4.73817 1.88072
32 H -1.33090 5.41267 2.65970
33 H -1.33193 3.02088 0.76427
34 H -3.58996 4.37929 2.28012
35 H -3.72755 2.76955 1.57974
36 H -3.40169 4.17023 0.54361
37 H -2.40738 3.85957 4.22728
38 H -2.20766 2.28854 6.11003
39 H -1.23594 0.06663 5.73983
40 H -0.38055 -1.50263 4.52695
41 H -0.32059 -1.37670 1.46499
42 H -1.71399 -1.87690 2.47690
43 H -0.21041 -2.81638 2.50388
44 H 1.75950 -0.28171 2.75086
45 H 1.85652 -1.85632 3.54826
46 H 1.75864 -0.37971 4.51216
47 H 1.26682 2.71836 1.66465
48 H 2.14127 2.64423 -0.54856
49 H 2.31445 4.14650 -4.43426
50 H 3.69315 2.40026 -5.50713
51 H 3.12319 0.04974 -5.08627
52 H 1.52655 -1.37051 -4.44698
53 H 0.11879 -1.26803 -1.72674
54 H 0.02713 -2.51244 -3.01444
55 H -0.62404 -0.89139 -3.33282
56 H 2.76964 -1.52194 -1.67208
57 H 3.61169 -1.63305 -3.21306
58 H 2.45527 -2.88189 -2.74419
59 H 0.28306 4.50539 -3.56113
60 H 1.19079 4.50975 -0.66174
61 H 0.49956 5.82829 -1.59496
62 H 2.09929 5.22245 -1.99783
63 H -0.84623 3.08578 -1.12920
64 H -1.30360 2.70917 -2.79275
65 H -1.58404 4.32292 -2.14166
66 C -3.20832 -4.85949 0.16716
67 Ge -4.20902 -3.71300 -1.08911
68 C -5.85744 -2.99878 -0.25845
69 C -4.51278 -4.55253 -2.85237
70 C -2.93830 -2.20288 -1.56743
71 Se -2.71076 -0.84859 -0.18896
72 C -3.59164 0.59652 -1.13339
73 H -3.84263 -5.67150 0.50652
74 H -2.88278 -4.29641 1.03679
75 H -2.33468 -5.29085 -0.31160
76 H -6.46188 -3.83339 0.08684
77 H -6.45150 -2.42213 -0.96150
78 H -5.62336 -2.37623 0.60141
79 H -5.10114 -5.45607 -2.73918
80 H -3.56553 -4.81587 -3.31447
81 H -5.04459 -3.87848 -3.51775
82 H -3.25216 -1.68637 -2.47322
83 H -1.96882 -2.66306 -1.74659
84 H -4.64226 0.33794 -1.25879
85 H -3.11738 0.73152 -2.10251
86 H -3.49648 1.49947 -0.53681
87 O 3.20947 0.52740 0.22113
88 C 2.90026 -0.61930 0.51345
89 O 1.78545 -1.18787 0.40798
90 C 3.97903 -1.54724 1.07028
91 C 5.19263 -1.04138 1.51711
92 C 6.15622 -1.90742 2.01199
93 C 5.92067 -3.27093 2.04764
94 C 4.70335 -3.75753 1.58694
95 C 3.72386 -2.90657 1.10315
96 N 4.42281 -5.17571 1.61090
97 O 3.31401 -5.52579 1.27080
98 O 5.30818 -5.91456 1.96853
99 H 5.36887 0.02273 1.47909
100 H 7.09693 -1.51769 2.36908
101 H 6.65565 -3.96222 2.43238
102 H 2.78254 -3.30422 0.75547

Forces on atoms 1 to 6 (eV/Å):
0.4 0.2 0.8
0.0 -0.3 -0.2
-0.1 0.1 -0.1
0.2 -0.1 -0.1
0.4 -0.4 -0.3
0.0 -0.1 0.2

Values from the calculation:
**HOMO (alpha / beta)**: -9.982 / -11.122 eV
**Multiplicity**: 5
**Charge**: +1
**Gap between HOMO and LUMO (alpha / beta)**: 0.29216 / 0.18247 Eh

Atomic partial charges in e from the Löwdin method, atoms 1 to 8: 0.966 -0.044 -0.385 -0.053 -0.130 -0.028 -0.045 -0.025

[5]
ORCA calculation (ωB97M-V/def2-TZVPD) on a single C3H5N3 molecule at a distorted geometry.

Positions of all 11 atoms, in Å:
1 N -1.81803 -0.07151 0.15437
2 C -0.45063 0.04038 -0.07003
3 C 0.51991 -0.92810 -0.09827
4 C 1.71577 -0.20851 0.02983
5 N 1.54223 1.10208 0.01416
6 N 0.19444 1.23215 -0.07535
7 H -2.08555 -1.04499 0.21351
8 H -2.39591 0.42740 -0.50491
9 H 0.41478 -1.99995 -0.16111
10 H 2.58431 -0.68747 0.43178
11 H -0.22133 2.13852 0.06600

Forces on atoms 1 to 6 (eV/Å):
-0.2 0.0 -0.2
0.1 0.1 -0.1
-0.2 0.0 0.2
-0.1 -0.1 0.5
0.0 -0.4 0.3
-0.3 0.0 0.1

Values from the calculation:
**SMILES**: Nc1ccn[nH]1
**HOMO**: -8.424 eV
**Charge**: 0
**Energy above the lowest of the compared OMol25 structures with the same formula, charge and spin**: 0.853 eV
**Gap between HOMO and LUMO**: 0.34217 Eh

Atomic partial charges in e from the Löwdin method, atoms 1 to 8: 0.105 -0.395 -0.053 -0.197 0.020 0.009 0.089 0.085

[6]
ORCA calculation (ωB97M-V/def2-TZVPD) on a molecular structure, C28H42NO2SiSn at a distorted geometry.

Positions of all 75 atoms, in Å:
1 O 4.49699 1.71013 -4.13096
2 C 4.84324 1.12492 -5.41590
3 C 5.71162 2.30609 -5.81655
4 H 3.94647 0.99393 -6.03106
5 H 5.38574 0.17793 -5.28588
6 C 5.34713 2.86410 -4.42280
7 H 5.30224 2.90658 -6.63436
8 H 6.77509 2.08214 -5.93502
9 C 4.61435 4.17963 -4.49246
10 H 3.67653 4.08241 -5.04764
11 H 5.26872 4.90729 -4.99325
12 H 4.41438 4.56089 -3.48623
13 C 6.52975 2.92398 -3.46673
14 H 7.05153 1.95915 -3.44529
15 H 6.18258 3.16594 -2.45551
16 H 7.22073 3.71265 -3.79279
17 Sn 0.38556 -0.34892 -0.85084
18 C 1.08258 -1.57608 1.70049
19 C 0.52129 -2.42541 0.69419
20 C 1.50803 -2.56978 -0.36007
21 H -0.41115 -2.98855 0.77744
22 C 2.65208 -1.79163 0.02906
23 C 2.37431 -1.17945 1.27776
24 H 3.06386 -0.57797 1.86726
25 H 0.63542 -1.37193 2.67326
26 H 1.43822 -3.26923 -1.19259
27 H 3.60529 -1.76560 -0.50266
28 C -1.31878 1.78439 1.52019
29 C 0.08509 1.78051 1.71638
30 C 0.69732 2.31362 0.54467
31 H 0.60244 1.47216 2.62100
32 C -0.34868 2.64439 -0.37773
33 C -1.58902 2.28715 0.22064
34 H -2.57315 2.41409 -0.22496
35 H -2.06893 1.48092 2.24565
36 H 1.75842 2.51579 0.40884
37 H -0.22434 3.15459 -1.33231
38 O 1.95720 2.42574 -4.70770
39 C 2.08936 2.48707 -3.27267
40 C 2.54463 1.12668 -2.73831
41 H 1.08865 2.72204 -2.84946
42 H 2.77630 3.30639 -3.01109
43 C 2.10674 0.14084 -3.84764
44 H 2.14250 0.95704 -1.72529
45 H 3.62460 1.08447 -2.61057
46 C 1.60966 1.05149 -4.99547
47 H 1.29441 -0.51705 -3.50335
48 H 2.93547 -0.49361 -4.18531
49 H 0.50599 0.97040 -5.04808
50 H 2.01641 0.77475 -5.98216
51 C -1.99981 0.21931 -3.07315
52 Si -2.99414 -0.84855 -1.88985
53 C -4.63774 0.02987 -1.68155
54 C -3.19318 -2.53973 -2.66212
55 N -2.20890 -1.02013 -0.33032
56 C -2.82307 -1.49982 0.78001
57 C -2.25994 -1.27751 2.07626
58 C -2.80824 -1.81869 3.22640
59 C -3.98286 -2.58300 3.15394
60 C -4.59617 -2.78383 1.91036
61 C -4.04739 -2.25391 0.74810
62 H -2.68064 0.50956 -3.88948
63 H -1.15833 -0.31792 -3.53130
64 H -1.62890 1.14506 -2.61337
65 H -5.01564 0.34721 -2.66388
66 H -5.40546 -0.60362 -1.21934
67 H -4.52576 0.92939 -1.06096
68 H -2.21457 -2.93327 -2.97086
69 H -3.64369 -3.26818 -1.97627
70 H -3.83079 -2.47608 -3.55487
71 H -1.37503 -0.63897 2.12884
72 H -2.31715 -1.64160 4.18516
73 H -4.41839 -3.00998 4.05883
74 H -5.51811 -3.36564 1.84410
75 H -4.54463 -2.42481 -0.21226

Forces on atoms 1 to 6 (eV/Å):
1.8 0.5 -1.5
-0.2 -0.3 0.2
0.0 0.1 0.3
0.3 -0.1 0.1
-0.2 0.1 -0.1
0.6 0.0 -0.3

Values from the calculation:
**HOMO**: -3.541 eV
**Charge**: -1
**Energy above the lowest of the compared OMol25 structures with the same formula, charge and spin**: 0.520 eV
**Gap between HOMO and LUMO**: 0.21261 Eh

Atomic partial charges in e from the Löwdin method, atoms 1 to 8: -0.154 -0.142 -0.071 0.098 0.124 -0.549 0.115 0.111